Record 1
# C18H39N3O11

A 8-piece molecular cluster, C18H39N3O11 overall (ωB97M-V/def2-TZVPD, OMol25).

Summary:
Spin multiplicity: 1
Orbital gap in eV: 9.839
SMILES: C[N+](=O)[O-].C[N+](=O)[O-].C[N+](=O)[O-].CC(C)=O.CC(C)=O.CC(C)=O.CC(C)=O.CC(C)=O
HOMO level in eV: -9.366
E_tot in eV: -46282.0094

Atoms and positions in Å:
C 2.131 -0.373 1.594
N 2.912 -0.433 0.319
O 3.845 -1.194 0.161
O 2.488 0.319 -0.569
H 1.936 0.664 1.778
H 2.723 -0.806 2.360
H 1.259 -0.977 1.384
C -2.502 -2.845 3.432
N -3.164 -1.677 2.708
O -3.772 -1.901 1.698
O -3.131 -0.598 3.253
H -2.359 -3.645 2.782
H -3.258 -3.199 4.128
H -1.561 -2.549 3.820
C -2.054 -1.772 -1.154
N -1.088 -1.485 -0.007
O -0.815 -2.483 0.646
O -0.772 -0.360 0.174
H -1.637 -1.407 -2.095
H -2.945 -1.136 -0.995
H -2.254 -2.848 -1.242
C -2.566 4.438 1.373
C -2.060 4.495 0.007
O -1.191 3.667 -0.372
C -2.568 5.507 -1.002
H -2.467 3.384 1.788
H -3.623 4.682 1.448
H -2.025 5.129 2.061
H -1.886 5.667 -1.835
H -2.806 6.471 -0.602
H -3.502 5.107 -1.456
C 2.361 -3.843 1.280
C 1.126 -4.486 1.916
O 0.854 -4.323 3.089
C 0.331 -5.427 1.018
H 2.969 -4.693 0.926
H 2.859 -3.234 2.001
H 2.149 -3.233 0.388
H 0.914 -6.299 0.919
H 0.134 -5.053 0.035
H -0.572 -5.716 1.565
C -1.508 2.897 -3.735
C -0.950 1.575 -3.326
O -1.406 0.535 -3.855
C 0.117 1.565 -2.278
H -0.710 3.456 -4.160
H -1.836 3.446 -2.880
H -2.261 2.779 -4.454
H 0.642 0.620 -2.263
H -0.406 1.919 -1.405
H 0.833 2.403 -2.389
C 1.379 4.867 1.605
C 1.817 3.527 2.237
O 2.997 3.142 2.237
C 0.722 2.561 2.632
H 2.260 5.475 1.331
H 0.640 5.308 2.304
H 0.853 4.575 0.708
H 1.083 1.872 3.385
H 0.514 2.041 1.709
H -0.291 2.956 2.855
C 2.464 -4.086 -2.495
C 1.806 -2.713 -2.417
O 1.095 -2.379 -1.483
C 1.947 -1.785 -3.578
H 2.036 -4.734 -3.269
H 2.395 -4.693 -1.595
H 3.538 -3.960 -2.556
H 0.940 -1.561 -3.929
H 2.519 -2.304 -4.359
H 2.361 -0.840 -3.296

***

Record 2
# C18H39N4OPSiTi

C18H39N4OPSiTi as an isolated structure (ωB97M-V/def2-TZVPD, OMol25).

Summary:
Spin multiplicity: 1
Orbital gap in eV: 4.034
Energy above the lowest of the compared OMol25 structures with the same formula, charge and spin in kcal per mole: 16.2
HOMO level in eV: -3.958
E_tot in eV: -67582.6060

Atoms and positions in Å:
Ti -0.252 -1.021 0.642
Si 0.759 -3.081 -0.599
P 1.758 2.242 -3.189
N -1.758 -1.070 -0.242
H 2.556 2.224 -1.923
C 2.071 3.839 -3.939
H 2.477 3.680 -4.947
H 2.799 4.391 -3.329
H 1.131 4.405 -3.991
C 2.423 0.940 -4.236
H 2.973 1.418 -5.058
H 1.602 0.333 -4.641
H 3.110 0.296 -3.671
C -0.010 2.019 -2.943
H -0.426 1.445 -3.783
H -0.502 3.000 -2.892
H -0.190 1.469 -2.011
C 1.595 -2.573 -2.222
H 1.519 -1.489 -2.380
H 1.095 -3.095 -3.052
H 2.654 -2.870 -2.200
H 1.820 -3.862 0.117
H -0.268 -4.071 -1.067
C -2.750 -0.952 -1.138
C -4.274 0.470 -2.420
C -3.321 0.326 -1.419
C -3.216 -2.079 -1.881
C -4.173 -1.916 -2.877
C -4.703 -0.647 -3.154
H -4.685 1.459 -2.625
H -2.957 1.178 -0.836
H -2.762 -3.048 -1.659
H -4.508 -2.788 -3.444
H -5.452 -0.529 -3.936
C 2.076 1.302 -0.756
O 1.018 0.405 -0.492
C 1.938 2.468 0.215
H 2.748 3.201 0.109
H 1.939 2.113 1.257
H 0.984 2.977 0.037
C 3.383 0.528 -0.672
H 4.255 1.186 -0.781
H 3.420 -0.232 -1.462
H 3.475 0.010 0.295
C -1.432 1.678 4.446
N -0.978 0.307 4.666
C -1.280 -0.258 5.979
C -0.604 -0.452 3.611
N -0.722 0.013 2.357
N -0.130 -1.710 3.762
C 0.573 -2.178 4.951
C 0.133 -2.437 2.515
H -1.583 2.128 5.429
H -2.386 1.718 3.894
H -0.673 2.262 3.908
H -1.795 -1.225 5.899
H -0.370 -0.363 6.585
H -1.941 0.451 6.487
H -1.126 0.947 2.297
H 1.289 -2.948 4.649
H 1.137 -1.376 5.446
H -0.122 -2.635 5.668
H -0.819 -2.493 1.921
H 1.014 -1.970 1.983
H 0.440 -3.458 2.741

***

Record 3
# C18H39NO2P2PtSi

C18H39NO2P2PtSi as an isolated structure (ωB97M-V/def2-TZVPD, OMol25).

Summary:
Expectation value of S²: 6.07
Spin multiplicity: 5
Orbital gap (spin up / spin down) in eV: 6.857 / 5.777
Energy above the lowest of the compared OMol25 structures with the same formula, charge and spin in kcal per mole: 0.0
HOMO level (spin up / spin down) in eV: -6.218 / -7.764
E_tot in eV: -54582.4585

Atoms and positions in Å:
Pt -0.445 -0.288 -1.505
P 1.808 -0.186 -1.918
P -1.602 0.390 0.456
N -1.444 -0.566 -3.073
H 2.044 1.082 2.609
C 2.553 -1.852 -1.976
H 3.580 -1.795 -2.364
H 1.934 -2.465 -2.640
H 2.566 -2.255 -0.955
C 3.117 0.786 -1.079
H 4.080 0.687 -1.604
H 3.256 0.453 -0.046
H 2.841 1.844 -1.070
C 1.943 0.363 -3.667
H 3.002 0.478 -3.941
H 1.419 1.322 -3.777
H 1.466 -0.391 -4.312
C -2.946 -0.878 0.648
H -3.726 -0.506 1.332
H -2.523 -1.826 1.017
H -3.396 -1.063 -0.337
C -1.654 1.958 1.486
H -2.534 1.958 2.147
H -1.739 2.841 0.847
H -0.763 2.111 2.107
C -2.789 1.319 -0.772
H -3.731 1.568 -0.270
H -2.991 0.704 -1.655
H -2.345 2.249 -1.137
C -1.702 -0.166 -4.294
C -2.292 -0.741 -6.577
C -2.045 -1.142 -5.281
C -1.604 1.222 -4.647
C -1.863 1.607 -5.952
C -2.247 0.631 -6.898
H -2.495 -1.515 -7.322
H -2.055 -2.171 -4.903
H -1.292 1.900 -3.846
H -1.742 2.659 -6.213
H -2.492 0.940 -7.913
C 3.319 0.002 3.284
O 2.987 1.212 2.814
C 2.906 -1.186 2.506
H 3.249 -2.145 2.932
H 3.337 -1.131 1.484
H 1.811 -1.311 2.347
C 4.168 0.021 4.480
H 3.724 -0.571 5.289
H 4.278 1.052 4.826
H 5.189 -0.375 4.373
C -2.717 -0.438 3.689
Si -0.886 -0.512 3.322
C -0.145 0.980 4.223
C -0.207 -2.025 4.164
O -0.533 -0.419 1.677
H -2.810 -0.676 4.755
H -3.359 -1.139 3.150
H -3.158 0.557 3.584
H 0.213 0.638 5.205
H 0.681 1.460 3.679
H -0.935 1.736 4.372
H -0.805 -2.923 3.959
H 0.842 -2.242 3.937
H -0.299 -1.833 5.245

***

Record 4
# C18H39NO7S5

A 5-piece molecular cluster, C18H39NO7S5 overall (ωB97M-V/def2-TZVPD, OMol25).

Summary:
Spin multiplicity: 1
Orbital gap in eV: 7.846
HOMO level in eV: -7.437
E_tot in eV: -89289.9010

Atoms and positions in Å:
C -0.419 -0.385 3.813
C 0.284 0.793 3.729
O 1.613 0.788 4.041
S 2.304 2.271 4.498
O 1.224 3.166 4.821
O 2.839 2.810 3.069
C 3.667 1.871 2.325
C 2.837 1.116 1.308
C 3.672 0.510 0.173
C 2.868 -0.570 -0.568
N 1.553 -0.133 -0.963
C 0.379 -0.267 -0.282
C -0.638 0.312 -0.990
C -0.036 0.796 -2.188
C 1.300 0.521 -2.142
H -0.763 -0.898 2.919
H -0.664 -0.865 4.755
H -0.198 1.733 3.473
H 4.164 1.197 3.031
H 4.434 2.463 1.828
H 2.141 1.829 0.859
H 2.229 0.335 1.760
H 3.874 1.301 -0.554
H 4.612 0.074 0.518
H 3.427 -0.860 -1.459
H 2.789 -1.462 0.058
H 0.375 -0.772 0.671
H -1.672 0.384 -0.699
H -0.561 1.299 -2.984
H 2.063 0.729 -2.873
C 2.278 -0.242 -6.742
S 2.253 -1.101 -5.167
O 3.258 -0.442 -4.287
C 3.004 -2.616 -5.773
H 1.883 0.761 -6.590
H 3.303 -0.179 -7.110
H 1.653 -0.779 -7.456
H 3.981 -2.394 -6.203
H 2.352 -3.067 -6.521
H 3.119 -3.295 -4.931
C -2.425 -2.947 6.203
S -2.759 -4.231 4.990
O -2.360 -3.693 3.663
C -4.546 -4.111 5.090
H -1.345 -2.823 6.269
H -2.887 -2.014 5.882
H -2.817 -3.254 7.173
H -4.854 -3.096 4.847
H -4.879 -4.378 6.092
H -4.969 -4.809 4.370
C 3.189 4.553 -6.490
S 3.206 3.306 -5.195
O 1.886 2.622 -5.229
C 3.165 4.458 -3.820
H 3.169 4.040 -7.449
H 2.301 5.176 -6.386
H 4.091 5.160 -6.418
H 2.277 5.086 -3.895
H 4.068 5.069 -3.834
H 3.128 3.877 -2.900
C -7.089 -2.628 1.932
S -6.653 -1.620 3.352
O -7.356 -2.194 4.530
C -7.571 -0.164 2.842
H -6.642 -3.611 2.070
H -8.174 -2.720 1.871
H -6.692 -2.170 1.027
H -8.623 -0.421 2.718
H -7.156 0.215 1.907
H -7.464 0.588 3.620

***

Record 5
# C18H39NOP2ReSi

C18H39NOP2ReSi as an isolated structure (ωB97M-V/def2-TZVPD, OMol25).

Summary:
Expectation value of S²: 3.78
Spin multiplicity: 4
Orbital gap (spin up / spin down) in eV: 5.939 / 7.870
Energy above the lowest of the compared OMol25 structures with the same formula, charge and spin in kcal per mole: 12.3
HOMO level (spin up / spin down) in eV: -5.361 / -7.578
E_tot in eV: -51419.9727

Atoms and positions in Å:
Re 0.111 -0.026 0.134
P -1.149 0.336 2.180
P 1.669 0.213 -1.528
N -1.187 0.607 -0.904
H -0.959 -1.086 0.649
C -1.190 1.984 2.963
H -1.820 1.947 3.866
H -1.622 2.714 2.262
H -0.172 2.297 3.229
C -0.840 -0.801 3.576
H -1.609 -0.663 4.343
H 0.142 -0.586 4.008
H -0.865 -1.841 3.229
C -2.932 0.020 1.869
H -3.469 0.053 2.826
H -3.053 -0.971 1.419
H -3.352 0.776 1.195
C 2.470 1.847 -1.807
H 2.895 1.870 -2.822
H 3.253 2.012 -1.059
H 1.716 2.634 -1.711
C 3.159 -0.852 -1.666
H 3.611 -0.676 -2.655
H 2.907 -1.916 -1.563
H 3.874 -0.568 -0.882
C 0.926 0.072 -3.207
H 1.701 0.359 -3.930
H 0.081 0.765 -3.301
H 0.583 -0.945 -3.420
C -2.249 0.974 -1.653
C -3.767 2.686 -2.450
C -2.657 2.329 -1.714
C -3.001 -0.021 -2.371
C -4.116 0.363 -3.100
C -4.497 1.705 -3.135
H -4.068 3.730 -2.491
H -2.034 3.028 -1.143
H -2.634 -1.054 -2.289
H -4.673 -0.405 -3.635
H -5.376 1.987 -3.715
C 2.944 1.848 1.885
O 2.064 2.048 1.031
C 2.895 2.529 3.234
H 3.222 1.813 4.007
H 1.882 2.916 3.406
H 3.599 3.373 3.240
C 4.089 0.890 1.673
H 4.782 1.238 0.900
H 3.694 -0.089 1.373
H 4.650 0.790 2.607
C -1.570 -3.243 0.393
Si 0.088 -2.444 -0.190
C 1.432 -3.237 0.895
C 0.248 -3.083 -1.954
H -1.768 -3.116 1.464
H -1.534 -4.324 0.185
H -2.438 -2.822 -0.135
H 1.302 -4.335 0.872
H 2.442 -2.999 0.529
H 1.372 -2.913 1.946
H 0.095 -4.174 -1.934
H -0.520 -2.666 -2.612
H 1.223 -2.896 -2.411

***

Record 6
# C18H40BBeCl3F6LiN3NaO14S3

C18H40BBeCl3F6LiN3NaO14S3 as an isolated structure (ωB97M-V/def2-TZVPD, OMol25).

Summary:
Spin multiplicity: 1
Orbital gap in eV: 1.355
Charge: +1
HOMO level in eV: -10.264
E_tot in eV: -144504.0552

Atoms and positions in Å:
C 0.921 0.888 3.285
O 1.058 -0.156 2.259
C 0.162 0.058 1.113
C -1.435 -0.131 1.430
C -1.890 -1.651 1.843
O -0.989 -2.341 2.778
S -0.861 -4.009 2.451
O -0.694 -4.695 3.862
O 0.581 -4.414 1.628
C 0.665 -3.774 0.306
C 2.163 -3.037 0.219
O 3.124 -3.493 -0.603
H 1.789 1.675 3.314
H 0.935 0.321 4.335
H -0.085 1.485 3.259
H 0.329 1.145 0.650
H 0.466 -0.691 0.238
H -1.844 0.635 2.221
H -2.006 0.121 0.411
H -2.107 -2.359 0.909
H -2.935 -1.544 2.410
H 0.615 -4.543 -0.580
H -0.151 -2.961 0.100
H 2.341 -2.097 0.921
B -3.094 2.034 -1.540
F -4.282 2.864 -1.419
F -2.485 2.247 -2.842
F -2.146 2.391 -0.497
F -3.464 0.635 -1.400
Na -0.342 0.503 5.601
Li -2.296 -2.828 4.473
N 4.613 -5.200 2.724
S 5.292 -6.023 1.571
O 5.670 -7.402 1.861
O 6.160 -5.304 0.645
F 4.016 -6.267 0.633
S 5.634 -4.864 3.871
O 5.002 -4.396 5.104
O 6.857 -4.151 3.521
F 6.183 -6.289 4.330
C 5.708 5.333 -0.858
O 4.992 4.338 -1.579
C 5.835 3.308 -2.112
C 5.594 1.978 -1.380
N 6.098 2.031 -0.003
C 5.652 0.912 0.835
C 4.136 0.772 1.087
O 3.581 1.817 1.886
C 3.242 2.993 1.164
H 5.020 6.154 -0.640
H 6.078 4.937 0.090
H 6.538 5.726 -1.450
H 6.896 3.590 -2.096
H 5.546 3.182 -3.160
H 6.101 1.171 -1.919
H 4.518 1.783 -1.399
H 5.788 2.896 0.431
H 6.143 1.038 1.807
H 6.034 -0.023 0.410
H 3.991 -0.149 1.664
H 3.562 0.636 0.164
H 2.916 2.779 0.142
H 4.081 3.686 1.162
H 2.419 3.487 1.689
C -3.554 -2.589 -3.927
N -4.616 -2.699 -2.891
O -5.775 -2.874 -3.284
O -4.256 -2.608 -1.711
H -4.012 -2.687 -4.914
H -3.085 -1.609 -3.815
H -2.838 -3.394 -3.752
C -8.286 -0.161 -1.359
C -8.941 1.192 -1.251
C -7.826 2.120 -1.681
O -7.018 1.394 -2.617
C -7.402 0.012 -2.575
H -8.995 -0.986 -1.462
H -7.668 -0.346 -0.472
H -9.776 1.257 -1.959
H -9.323 1.417 -0.252
H -7.190 2.395 -0.833
H -8.200 3.035 -2.149
H -7.949 -0.210 -3.498
H -6.509 -0.618 -2.539
Be -0.879 -3.887 -3.703
Cl -4.143 -4.147 -0.399
C -2.714 5.702 -2.070
Cl -2.686 6.581 -0.537
Cl -3.086 6.784 -3.418
H -1.734 5.248 -2.238
H -3.478 4.922 -2.019